Computed, not measured: 8 unconnected molecules or ions with the total composition C48H110NO10 at a distorted geometry, with ωB97M-V/def2-TZVPD.

Results
* LUMO level: -2.6 eV
* charge: +1

Cartesian coordinates (Å):
C1 5.476789 9.478981 -2.250820
H1 1.849836 -9.006509 4.422491
C2 8.126654 9.426457 -0.876129
H2 -2.689939 5.939560 0.940901
C3 -2.685119 0.851669 -0.291304
H3 -6.639744 -4.746820 -0.081490
C4 2.611939 -3.610251 -1.976766
H4 -1.753335 2.191679 -3.075970
H5 -2.701204 -7.885868 -1.234574
H6 -1.484571 -0.206372 1.129970
H7 2.089149 5.506271 3.025804
H8 -5.096194 -2.489766 -0.318079
H9 -4.071633 4.937300 -5.064564
H10 -5.274573 -0.813962 5.857675
H11 -1.133525 -7.759743 0.536748
O1 1.555668 5.003759 0.399795
H12 2.076448 -2.838618 -2.691641
O2 4.345111 -1.257697 -2.702509
O3 -6.003019 -4.929953 1.971753
H13 -0.618233 0.192225 -0.341491
H14 -0.327164 3.863450 -1.916418
O4 7.975805 -6.049018 -5.391433
H15 9.368288 -4.319825 -3.721325
H16 -1.776198 -6.812452 3.196615
H17 -6.983034 -5.052035 2.142892
H18 0.051709 -1.793828 -2.332296
C5 -2.044281 -1.624006 -1.824396
C6 -3.225137 5.507543 -4.660878
H19 0.602348 6.778473 0.898022
H20 -0.586530 -0.159892 -2.512075
H21 -0.234483 -4.034961 5.414683
H22 -0.416948 -5.676824 4.488090
H23 -0.355588 4.910043 -3.334584
C7 -2.785371 -4.748551 3.205202
O5 5.674507 9.191575 -0.868361
C8 -0.109156 -6.703941 -0.929417
H24 -3.982409 5.563694 -2.661652
C9 2.827518 5.176837 1.019249
C10 -3.269928 6.869505 0.965438
H25 -1.860309 -2.868421 4.139677
H26 -4.160094 9.010731 -0.499537
H27 8.410074 -4.141198 -6.083022
O6 -4.625890 -0.239687 3.971919
O7 -1.863256 -1.466234 -0.419540
H28 -4.315664 -4.768948 -1.176556
C11 -3.523487 -6.970741 1.740798
C12 2.368525 -6.811473 3.795317
H29 -3.640069 0.524634 0.133578
C13 0.715784 -5.288586 -0.870659
H30 -0.484270 -6.903718 -2.023088
C14 -3.290684 9.835304 1.308837
H31 10.613805 -3.962724 -4.923490
C15 6.914476 8.582352 -0.518209
H32 -4.700340 6.177970 -0.499513
O8 -2.885173 3.865676 -2.856176
H33 -6.190914 0.975978 3.355939
H34 0.560706 -7.677314 4.987200
H35 -4.574687 1.624789 3.168093
H36 -1.035546 -3.294107 2.496210
H37 0.676862 -7.557532 -0.649375
C16 -5.666425 -2.815012 0.668481
H38 -3.926269 9.311259 2.025456
C17 -1.194498 -5.790240 1.194114
H39 0.415768 3.323204 -3.439396
C18 -1.464065 -3.778163 3.495076
H40 -2.243019 -2.686487 -1.998081
H41 8.066743 10.408788 -0.390197
H42 -2.337035 5.212002 -5.223075
H43 5.588224 -4.382297 -3.640895
H44 1.218000 -5.055412 -3.085761
H45 -7.179452 -2.205999 5.041299
H46 -1.008975 -1.390693 -3.706998
C19 7.114679 -5.766976 -4.291343
H47 3.536319 5.616730 0.311151
H48 1.225645 -4.385320 2.482762
C20 8.925183 -5.040235 -5.728964
C21 -0.427164 3.870159 -3.006997
C22 -1.587477 -0.145095 0.040271
H49 -0.072925 5.877579 -0.446230
H50 1.058296 7.913615 -1.278297
C23 -4.264741 -4.949335 0.001394
O9 -2.595070 7.795066 0.116443
H51 10.427191 -5.611859 -4.284113
C24 -5.215494 1.051740 3.845965
H52 1.785226 -6.792459 2.759551
H53 9.499678 -5.421492 -6.581246
H54 -4.923145 -2.573122 1.558625
H55 2.164972 -5.347612 5.536300
H56 3.412817 -4.824060 4.191503
H57 2.248931 -7.830108 5.890907
H58 -5.321395 7.462988 0.535079
C25 -3.184675 9.086493 -0.009510
H59 -2.254863 5.839976 -2.749318
C26 1.700678 -7.919787 4.834657
C27 -0.829157 -1.216560 -2.641376
H60 6.459023 -6.635934 -4.174909
H61 -0.139041 -5.903383 1.712655
H62 -1.390972 -4.685205 0.855738
H63 -7.352214 -0.571765 4.390555
H64 3.764397 6.053418 2.758314
H65 0.024104 -4.324265 -0.851617
H66 -4.720759 -2.095193 4.796377
C28 1.810209 -5.071838 -2.075180
C29 -3.068631 5.243225 -3.172377
H67 -2.543867 9.659542 -0.687383
C30 -5.719028 -4.485336 0.598421
C31 9.886729 -4.712921 -4.599100
H68 3.472379 -7.197151 3.573659
H69 -2.300140 9.943253 1.769123
H70 2.634813 -5.928768 -2.076886
H71 -6.731159 -1.856783 3.355963
C32 5.531035 8.246830 -3.138042
H72 6.897296 8.436176 0.566627
H73 1.867678 6.451809 -1.887640
H74 -4.793611 -7.224820 -0.165249
C33 1.237632 -4.289425 3.653563
H75 5.644061 -4.636274 -5.404344
H76 2.405451 6.996656 2.138040
H77 6.505729 7.754877 -3.096218
H78 -3.574956 -4.095835 2.619954
C34 -4.692196 6.569813 0.523130
H79 9.047271 8.929274 -0.554446
H80 5.750246 -2.422476 -1.575001
H81 -5.747053 2.796449 5.005242
C35 -5.300748 -1.165248 4.820914
H82 -5.957088 1.276506 5.880932
C36 4.743764 -2.438144 -2.180427
C37 6.253292 -4.531838 -4.497358
C38 -0.267751 -4.526503 4.331891
H83 3.204098 4.174788 1.248627
H84 2.594648 7.386162 -0.581555
H85 -2.938830 -1.086416 -2.153163
H86 -3.231883 -5.077313 4.250868
H87 6.856212 -3.628986 -4.613472
H88 -3.243754 7.220791 2.002200
H89 1.342763 -5.290601 0.145077
C39 -3.899127 -6.533776 0.206087
H90 -2.584002 -6.038415 -1.595119
H91 -4.330960 1.908500 5.624599
H92 -2.439885 1.837076 0.115508
C40 0.871366 6.193164 0.012582
H93 -3.147203 -8.101753 1.680993
C41 -2.303478 -6.096543 2.401038
H94 -4.447298 -6.977894 2.481507
H95 8.199355 9.600199 -1.951611
H96 2.576951 -3.148564 -0.899838
H97 4.482830 9.932976 -2.338689
C42 2.333624 -5.276874 4.373054
N1 -1.254623 -6.807491 0.076247
H98 -3.716233 10.831202 1.149766
C43 -1.741213 3.231327 -3.423490
H99 6.192004 10.238203 -2.584003
H100 1.543436 -3.158083 3.878228
H101 6.984045 7.584406 -0.961573
O10 4.042251 -3.723442 -2.359129
C44 -5.321504 1.800551 5.164312
H102 -6.725964 -2.332837 0.787288
H103 -2.827821 0.959929 -1.369130
H104 -5.148633 5.828754 1.185823
C45 -2.547686 -6.825476 -0.708282
H105 -3.466605 -4.194962 0.405351
H106 -3.397991 6.572818 -4.843960
H107 4.781242 7.514042 -2.821440
C46 2.769552 5.981337 2.307432
H108 7.694541 -5.693541 -3.366316
C47 -6.723016 -1.464940 4.378606
H109 5.336809 8.519042 -4.179599
H110 -1.833945 3.192032 -4.513819
C48 1.643222 7.035736 -0.988722

Cartesian forces (eV/Å) of the 2 atoms listed first:
0.004 -0.073 0.056
-0.399 2.107 0.831

Results of the Mulliken charge analysis, in e, for atoms 1 through 2: C -0.372; H 0.318

***

Computed, not measured: a molecular structure, C48H111N3O26P2 at a distorted geometry, with ωB97M-V/def2-TZVPD.

Results
* LUMO level: 0.4 eV

Cartesian coordinates (Å):
O1 0.965632 2.305533 -3.286317
H1 1.696912 -4.885658 -5.484146
C1 0.100194 0.017135 0.456891
C2 6.420972 -3.240206 -2.169852
H2 0.162917 2.567829 0.285283
H3 -0.325638 -8.137921 -1.303435
H4 1.334562 -0.235445 -3.510001
O2 6.056235 -1.347794 0.143772
H5 5.290970 0.310618 1.203612
O3 1.060211 4.131326 -4.602558
O4 -5.847173 4.774366 -0.948440
H6 3.036221 -2.590847 -4.537808
C3 -0.964883 -1.908936 1.200200
C4 -0.439123 2.275094 -3.073535
H7 1.570640 4.937036 -0.278406
H8 1.176835 7.003330 1.507980
N1 -1.130254 1.604641 4.150387
O5 2.769252 3.399246 2.802529
H9 -0.668189 -4.616052 3.498012
H10 2.622429 5.034943 -1.656800
H11 -4.286712 -7.544156 -0.698900
H12 6.773765 1.968488 1.128865
O6 -0.736160 0.246007 -0.372126
H13 -3.352540 2.996868 -1.239770
H14 -7.395732 0.572481 -0.590852
O7 7.865749 0.207554 -0.927426
C5 -0.671178 -3.749439 -2.129942
C6 0.522135 -2.812007 -2.384407
H15 -1.325999 2.108634 -0.484506
H16 -3.061184 -6.649841 1.974318
H17 1.342115 2.863432 4.593765
H18 -2.908879 5.901327 2.422329
O8 -5.406513 0.384910 -1.107166
O9 2.844041 2.863334 -3.977567
O10 7.364709 -2.227651 -1.745290
H19 6.137293 -2.331240 2.525936
C7 -4.984166 5.851592 2.670420
H20 -1.774323 4.645443 5.756109
H21 -1.126383 4.411534 4.106886
H22 -2.462443 -2.015953 -1.780260
O11 -5.330682 5.827301 1.274422
H23 -3.625503 2.100870 0.318909
H24 -3.155545 1.173557 4.237945
O12 -6.066665 3.320402 1.112308
H25 -6.384646 -6.718358 0.764414
N2 -4.695825 -5.557137 1.140754
H26 7.116978 3.638411 1.377869
H27 -3.372246 0.074250 2.083710
C8 -6.308701 3.731980 -1.837547
H28 -2.079908 2.162017 5.867442
C9 -1.694060 3.007414 0.013963
H29 0.963516 -0.962554 -5.020863
H30 -1.979025 -3.476266 0.695553
O13 -3.718156 4.201762 0.393808
H31 7.185897 2.808829 -0.259456
C10 -6.463535 0.159223 -0.206510
H32 1.342438 2.124039 -0.914779
O14 3.359401 3.944774 -0.062620
C11 -3.950386 -6.797205 1.364439
H33 -7.482177 4.805771 -3.299390
H34 -7.983572 -5.007668 0.462377
C12 5.078639 0.822067 -2.326869
C13 -3.920128 -4.515404 0.476902
H35 -2.055414 -1.080525 -3.167828
H36 -1.811353 0.662178 1.546682
O15 5.247049 3.163251 0.564697
H37 -1.843679 -0.539070 2.830879
H38 -6.333442 0.704562 0.731306
P1 6.844193 -0.822937 -1.173664
C14 2.443733 -5.071469 -4.712425
C15 5.942733 -0.563561 1.308354
H39 4.259511 3.518323 -5.409325
H40 -4.551402 -7.524750 1.913117
H41 -3.207903 -8.520806 0.338543
C16 3.737594 0.829883 -1.588288
C17 -1.261817 2.571200 5.267827
H42 1.535972 7.106100 3.204155
C18 1.578024 3.203489 -4.035416
H43 -1.211384 3.858848 -0.464793
C19 1.770415 -0.856521 -4.290969
H44 -5.822231 -5.970011 -0.649205
C20 0.278812 -5.092836 3.231954
H45 5.680895 -0.926525 3.433206
H46 -4.975132 4.873442 3.145960
H47 -3.333688 6.858316 3.804144
H48 2.981055 6.017358 -0.247225
O16 1.987264 5.309233 2.184606
C21 -3.194886 2.980707 -0.157893
O17 1.166578 0.785745 0.701405
H49 -2.739952 2.376539 2.999615
H50 -1.063371 -2.325723 0.201599
C22 1.889138 -4.519296 -3.390492
H51 -0.802343 -2.726125 1.893065
C23 2.786433 4.696524 3.047754
C24 -0.352601 -7.133087 -0.894874
H52 -2.765750 4.047449 4.506561
H53 4.954037 1.044102 -3.387227
O18 3.336287 5.233687 3.979212
C25 -3.656536 6.609465 2.792339
H54 -1.526536 -3.195161 -1.744446
H55 4.685764 2.697464 3.203295
C26 -6.973975 -4.708870 0.740353
H56 -0.396137 3.018322 2.742469
H57 5.745612 1.596425 -1.935919
C27 2.614518 5.044147 -0.567410
C28 6.648886 2.952038 0.676911
H58 6.652967 -5.126751 -3.201064
C29 -4.314456 -0.368575 -0.998306
H59 3.293707 1.521719 3.289141
H60 0.878136 -4.300272 2.781306
C30 -2.417089 1.442494 3.479841
C31 2.358555 -2.161565 -3.798842
C32 -2.368715 0.324240 2.423028
H61 0.554272 -6.662424 -1.290109
H62 -7.156799 3.154229 -1.466980
H63 3.564983 2.701921 4.569389
C33 -0.107206 2.065470 3.194485
C34 -1.746597 3.976201 4.893815
H64 -1.377484 2.966429 1.055758
C35 5.519567 -1.433572 2.483416
H65 1.736816 1.199101 4.092690
H66 7.862271 -4.743155 -1.986119
H67 -2.624365 -7.029148 -0.361312
H68 0.019794 1.291349 2.433642
O19 0.169788 -1.021922 1.267465
H69 6.903681 -0.115868 1.594556
C36 4.698236 4.119933 -0.129807
H70 2.736799 -4.462408 -2.683895
H71 -6.696561 -3.742598 0.318755
C37 -5.939958 -5.772381 0.427022
H72 -5.688546 4.984721 -3.418968
H73 -1.826513 -1.327656 1.527711
H74 0.729228 -5.388595 4.175735
H75 -5.775728 6.451084 3.120810
O20 5.666505 -0.472195 -2.198726
H76 -4.455164 -3.575694 0.590616
C38 1.314938 2.149086 3.769713
H77 -6.660272 3.507101 -3.933435
H78 -1.529190 -0.566049 -1.581980
H79 -6.963574 -4.619450 1.829051
H80 2.985953 -2.019833 -2.902867
H81 4.692917 3.669003 -3.681114
H82 2.881440 7.188372 2.061295
C39 3.650735 2.526376 3.495159
C40 3.888425 3.737400 -4.414159
H83 2.592082 -6.140783 -4.554574
O21 5.246623 5.009721 -0.722674
H84 1.108628 -2.844433 -1.450390
H85 1.911693 2.736345 0.536276
H86 -3.619487 7.519412 2.199323
N3 1.335073 -3.176793 -3.549488
H87 -2.613771 -4.322943 2.163997
C41 -2.374481 -0.987439 -2.130081
H88 -0.390827 -4.551229 -1.447640
H89 -6.688025 -0.875763 0.051210
H90 5.712212 -2.800832 -2.874747
O22 -0.202201 -7.167996 0.519666
H91 -0.602889 1.492736 -2.345672
H92 4.479311 -1.712515 2.306300
H93 7.819638 -3.897685 -3.632742
H94 2.570252 -0.371376 -4.855587
H95 -0.782250 3.257942 -2.743318
O23 0.164126 -6.234236 2.411783
H96 3.390267 -4.620900 -5.001974
H97 5.863110 -3.579686 -1.294840
H98 0.200235 -1.781041 -2.523641
O24 -0.619056 -4.967448 0.722627
C42 7.269713 -4.321008 -2.796131
P2 -5.309242 4.427985 0.502631
O25 -4.104439 -1.177384 -0.126780
C43 1.916179 6.726467 2.255705
C44 1.131074 2.078210 0.158846
O26 -3.518910 -0.162192 -2.030717
H99 -1.006016 -4.262688 -3.035786
H100 -0.931073 2.182298 -4.044542
H101 -3.699940 -4.678145 -0.591264
H102 -5.472914 3.025275 -1.831560
H103 3.897564 0.880334 -0.511396
H104 1.937772 2.511366 2.948416
C45 -6.512236 4.308608 -3.206386
C46 -3.509986 -7.508585 0.060195
H105 -1.212896 -6.552655 -1.217989
H106 -1.793709 -5.129194 0.833278
H107 3.205157 1.736806 -1.869410
C47 -0.230945 -6.019865 1.161482
H108 1.158683 -5.227381 -3.008792
C48 -2.520307 -4.346303 1.075708
H109 3.167619 -0.060816 -1.837386
H110 3.543106 4.763016 -4.294205
H111 -0.333432 2.617502 5.828330

Cartesian forces (eV/Å) of the 2 atoms listed first:
0.165 -1.005 0.731
0.110 -0.204 -0.160

Results of the Mulliken charge analysis, in e, for atoms 1 through 2: O 0.194; H 0.343

***

Q: Number 1 is which compound?
A: C48H110NO10